Formula: C4H5N2
Source: the Open Molecules 2025 dataset
Level of theory: ωB97M-V/def2-TZVPD

For the HOMO-LUMO gap, the calculation gives 10.111 eV. Its largest force on an atom is 5.4 eV/Å. As for the total charge: +1. For the energy above the lowest of the compared OMol25 structures with the same formula, charge and spin, the calculation gives 112.0 kcal/mol.

The geometry in XYZ format:
```
11
C4H5N2 (ωB97M-V/def2-TZVPD)
C 0.539 1.995 -1.337
C 0.545 0.788 -0.138
C 0.293 -1.923 0.267
C -0.241 -0.836 0.706
N 1.131 0.814 -1.360
N 0.481 2.146 0.057
H 0.085 2.767 -1.932
H -0.374 -2.737 0.685
H 1.154 -2.278 -0.184
H -0.926 -0.341 1.384
H -0.411 2.450 0.448
```

Löwdin atomic charge list, values in e, 2 entries: -0.008, -0.075

---

Formula: C4H5N2O
Source: the Open Molecules 2025 dataset
Level of theory: ωB97M-V/def2-TZVPD

For the HOMO-LUMO gap, the calculation gives 10.617 eV. Its largest force on an atom is 3.9 eV/Å. As for the total charge: +1. For the energy above the lowest of the compared OMol25 structures with the same formula, charge and spin, the calculation gives 52.0 kcal/mol.

The geometry in XYZ format:
```
12
C4H5N2O (ωB97M-V/def2-TZVPD)
C 0.692 -1.342 0.953
C -1.464 -1.622 -0.957
C -0.215 0.397 -0.684
C 0.448 0.995 0.551
N -0.536 -0.968 -0.360
N 1.047 -0.142 1.138
O -2.230 -2.292 -1.457
H -0.975 1.011 -1.071
H 0.639 0.429 -1.343
H 1.206 1.667 0.151
H -0.197 1.757 1.106
H 1.585 0.109 1.974
```

Löwdin atomic charge list, values in e, 2 entries: 0.258, -0.109

---

Formula: C4H5N2O2
Source: the Open Molecules 2025 dataset
Level of theory: ωB97M-V/def2-TZVPD

For the HOMO-LUMO gap, the calculation gives 6.462 eV. Its largest force on an atom is 3.4 eV/Å. The structure (SMILES) is C[N-]NC(=O)C=C=O. As for the total charge: -1. For the energy above the lowest of the compared OMol25 structures with the same formula, charge and spin, the calculation gives 76.3 kcal/mol.

The geometry in XYZ format:
```
13
C4H5N2O2 (ωB97M-V/def2-TZVPD)
C -1.972 -0.005 0.039
N -0.710 -0.009 0.698
N 0.133 1.015 0.333
C 1.393 0.798 -0.070
O 2.113 1.763 -0.311
C 1.786 -0.558 -0.229
C 0.961 -1.571 -0.165
O 0.622 -2.717 -0.272
H -1.880 -0.040 -1.034
H -2.624 -0.764 0.365
H -2.489 0.982 0.180
H -0.202 1.926 0.590
H 2.869 -0.821 -0.124
```

Löwdin atomic charge list, values in e, 2 entries: -0.252, -0.190

---

Formula: C4H5N2O2S
Source: the Open Molecules 2025 dataset
Level of theory: ωB97M-V/def2-TZVPD

For the HOMO-LUMO gap, the calculation gives 7.990 eV. Its largest force on an atom is 6.7 eV/Å. The structure (SMILES) is C=C(C)C(=O)OSN=[N-]. As for the total charge: -1. For the energy above the lowest of the compared OMol25 structures with the same formula, charge and spin, the calculation gives 71.4 kcal/mol.

The geometry in XYZ format:
```
14
C4H5N2O2S (ωB97M-V/def2-TZVPD)
C 0.572 1.301 0.036
C 1.033 0.016 0.011
C 2.296 -0.548 -0.165
C -0.045 -1.198 0.034
O 0.271 -2.265 0.510
O -1.197 -1.097 -0.507
S -3.023 -0.138 -0.302
N -4.099 0.811 0.145
N -4.792 1.645 0.508
H 1.151 2.278 0.110
H -0.521 1.540 0.090
H 2.521 -1.134 -1.029
H 2.667 -1.352 0.594
H 3.167 0.140 -0.035
```

Löwdin atomic charge list, values in e, 2 entries: 0.037, -0.290

---

Formula: C4H5N2O3
Source: the Open Molecules 2025 dataset
Level of theory: ωB97M-V/def2-TZVPD

For the HOMO-LUMO gap, the calculation gives 10.088 eV. Its largest force on an atom is 5.1 eV/Å. As for the total charge: +1. For the energy above the lowest of the compared OMol25 structures with the same formula, charge and spin, the calculation gives 0.0 kcal/mol.

The geometry in XYZ format:
```
14
C4H5N2O3 (ωB97M-V/def2-TZVPD)
C 1.167 -1.474 0.240
C 2.925 1.068 -0.005
C -1.845 0.332 -0.148
C -1.066 -0.853 -0.559
N -1.356 1.186 0.642
N 0.186 -0.832 0.133
O 1.897 1.338 0.367
O 2.210 -1.940 0.375
O 3.857 0.780 -0.555
H -2.862 0.470 -0.539
H -1.965 1.758 1.192
H -1.710 -1.813 -0.477
H -1.027 -0.867 -1.654
H -0.412 0.848 0.989
```

Löwdin atomic charge list, values in e, 2 entries: -0.298, -0.473

---

Formula: C4H5N3
Source: the Open Molecules 2025 dataset
Level of theory: ωB97M-V/def2-TZVPD

For the HOMO-LUMO gap, the calculation gives 10.938 eV. Its largest force on an atom is 10.2 eV/Å. The structure (SMILES) is N#CCNCC#N. For the energy above the lowest of the compared OMol25 structures with the same formula, charge and spin, the calculation gives 89.6 kcal/mol.

The geometry in XYZ format:
```
12
C4H5N3 (ωB97M-V/def2-TZVPD)
N -0.611 -0.355 -2.513
C -0.361 -0.975 -1.442
C 0.567 -1.130 -0.307
N 0.923 0.184 0.263
C -0.158 0.862 1.041
C -1.182 1.238 -0.065
N -1.919 1.787 -0.729
H 0.247 -1.840 0.469
H 1.480 -1.482 -0.971
H 1.510 -0.020 1.063
H 0.251 1.647 1.511
H -0.747 0.085 1.678
```

Löwdin atomic charge list, values in e, 2 entries: 0.149, -0.181

---

Formula: C4H5N3
Source: the Open Molecules 2025 dataset
Level of theory: ωB97M-V/def2-TZVPD

For the HOMO-LUMO gap, the calculation gives 8.232 eV. Its largest force on an atom is 2.8 eV/Å. The structure (SMILES) is [H]/N=C1\NN=CC1=C. For the energy above the lowest of the compared OMol25 structures with the same formula, charge and spin, the calculation gives 52.2 kcal/mol.

The geometry in XYZ format:
```
12
C4H5N3 (ωB97M-V/def2-TZVPD)
H -0.513 -1.657 2.099
N 0.073 -0.828 1.880
C -0.093 -0.527 0.649
N -0.931 -1.035 -0.345
N -0.953 -0.294 -1.507
C -0.064 0.632 -1.314
C 0.577 0.617 -0.064
C 1.452 1.472 0.477
H -1.768 -1.565 -0.116
H 0.159 1.361 -2.081
H 1.730 2.395 -0.060
H 1.837 1.402 1.472
```

Löwdin atomic charge list, values in e, 2 entries: 0.055, 0.131

---

Formula: C4H5N3
Source: the Open Molecules 2025 dataset
Level of theory: ωB97M-V/def2-TZVPD

For the HOMO-LUMO gap, the calculation gives 8.417 eV. Its largest force on an atom is 7.1 eV/Å. The structure (SMILES) is N/N=C1\C=CN=C1. For the energy above the lowest of the compared OMol25 structures with the same formula, charge and spin, the calculation gives 96.0 kcal/mol.

The geometry in XYZ format:
```
12
C4H5N3 (ωB97M-V/def2-TZVPD)
N 0.653 -1.687 -1.535
N 1.070 -0.619 -1.038
C 0.169 -0.002 -0.339
C -1.000 -0.392 0.341
C -1.319 0.578 1.243
N -0.229 1.606 1.283
C 0.605 1.199 0.413
H 1.339 -2.381 -2.028
H -0.495 -1.967 -1.389
H -1.526 -1.434 0.500
H -2.084 0.667 1.907
H 1.580 1.713 0.092
```

Löwdin atomic charge list, values in e, 2 entries: -0.024, -0.001

---

Formula: C4H5N3
Source: the Open Molecules 2025 dataset
Level of theory: ωB97M-V/def2-TZVPD

For the HOMO-LUMO gap, the calculation gives 8.769 eV. Its largest force on an atom is 1.6 eV/Å. The structure (SMILES) is C=C=C=N.N#CN. For the energy above the lowest of the compared OMol25 structures with the same formula, charge and spin, the calculation gives 91.3 kcal/mol.

The geometry in XYZ format:
```
12
C4H5N3 (ωB97M-V/def2-TZVPD)
C 2.816 -0.847 -0.284
C 1.716 -0.141 -0.322
C 0.807 0.749 -0.457
N -0.083 1.547 -0.149
H 2.893 -1.748 0.309
H 3.689 -0.584 -0.866
H -0.244 2.361 -0.735
N -3.461 -0.366 -1.010
C -2.676 -0.334 -0.161
N -2.095 -0.143 1.027
H -2.108 -0.933 1.654
H -1.255 0.439 0.994
```

Löwdin atomic charge list, values in e, 2 entries: 0.030, -0.085

---

Formula: C4H5N3
Source: the Open Molecules 2025 dataset
Level of theory: ωB97M-V/def2-TZVPD

For the HOMO-LUMO gap, the calculation gives 10.273 eV. Its largest force on an atom is 1.3 eV/Å. The structure (SMILES) is N#CC=C=N.C=N. For the energy above the lowest of the compared OMol25 structures with the same formula, charge and spin, the calculation gives 81.0 kcal/mol.

The geometry in XYZ format:
```
12
C4H5N3 (ωB97M-V/def2-TZVPD)
N -1.388 2.872 0.021
C -0.881 1.965 0.535
C -0.365 0.864 1.294
C -1.040 -0.258 1.432
N -1.475 -1.402 1.396
H 0.660 0.848 1.653
H -0.977 -1.733 0.576
C 1.193 -1.004 -1.427
N 1.293 0.113 -0.841
H 0.544 -1.190 -2.291
H 1.718 -1.860 -0.998
H 0.718 0.786 -1.350
```

Löwdin atomic charge list, values in e, 2 entries: 0.140, -0.256

---

Formula: C4H5N3
Source: the Open Molecules 2025 dataset
Level of theory: ωB97M-V/def2-TZVPD

For the HOMO-LUMO gap, the calculation gives 9.300 eV. Its largest force on an atom is 1.1 eV/Å. For the energy above the lowest of the compared OMol25 structures with the same formula, charge and spin, the calculation gives 99.0 kcal/mol.

The geometry in XYZ format:
```
12
C4H5N3 (ωB97M-V/def2-TZVPD)
N 2.001 -1.436 0.818
C 0.950 -1.219 0.386
C 1.211 1.003 -0.845
C -0.466 -1.260 -0.057
N -1.381 -0.155 0.164
C -0.982 1.037 0.262
N 0.374 1.440 0.090
H 0.585 0.387 -1.530
H -0.490 -1.530 -1.119
H -0.855 -2.107 0.507
H -1.704 1.828 0.486
H 0.757 2.011 0.836
```

Löwdin atomic charge list, values in e, 2 entries: 0.170, -0.262

---

Formula: C4H5N3
Source: the Open Molecules 2025 dataset
Level of theory: ωB97M-V/def2-TZVPD

For the HOMO-LUMO gap, the calculation gives 9.464 eV. Its largest force on an atom is 5.4 eV/Å. For the energy above the lowest of the compared OMol25 structures with the same formula, charge and spin, the calculation gives 117.8 kcal/mol.

The geometry in XYZ format:
```
12
C4H5N3 (ωB97M-V/def2-TZVPD)
C -1.132 0.468 -1.780
C -0.295 0.155 -0.489
C 1.346 -0.814 0.788
C 0.729 -0.335 1.888
H -0.620 1.553 -2.217
H -2.385 0.585 -1.220
H -0.984 -0.503 -2.598
H 2.296 -1.375 0.664
H 0.889 -0.950 3.002
N 0.859 -0.540 -0.411
N -0.186 0.690 1.818
N -0.517 1.068 0.554
```

Löwdin atomic charge list, values in e, 2 entries: -0.097, -0.413

---

Formula: C4H5N3
Source: the Open Molecules 2025 dataset
Level of theory: ωB97M-V/def2-TZVPD

For the HOMO-LUMO gap, the calculation gives 10.047 eV. Its largest force on an atom is 9.3 eV/Å. The structure (SMILES) is C/C=N/N=C/C#N. For the energy above the lowest of the compared OMol25 structures with the same formula, charge and spin, the calculation gives 125.5 kcal/mol.

The geometry in XYZ format:
```
12
C4H5N3 (ωB97M-V/def2-TZVPD)
C 1.369 0.215 -2.039
C 0.204 -0.188 -1.077
N 0.223 0.065 0.094
N -1.093 -0.108 0.657
C -0.845 0.182 1.857
C -1.697 -0.397 2.889
N -2.072 -0.509 4.074
H 1.850 1.071 -1.713
H 2.072 -0.575 -2.420
H 0.493 0.208 -2.905
H -0.792 -0.575 -1.520
H 0.287 0.611 2.104
```

Löwdin atomic charge list, values in e, 2 entries: -0.039, -0.271

---

Formula: C4H5N3
Source: the Open Molecules 2025 dataset
Level of theory: ωB97M-V/def2-TZVPD

For the HOMO-LUMO gap, the calculation gives 10.977 eV. Its largest force on an atom is 2.4 eV/Å. The structure (SMILES) is CNC(C#N)C#N. For the energy above the lowest of the compared OMol25 structures with the same formula, charge and spin, the calculation gives 48.3 kcal/mol.

The geometry in XYZ format:
```
12
C4H5N3 (ωB97M-V/def2-TZVPD)
C -1.399 0.032 -0.885
N 0.076 -0.209 -0.833
C 0.701 0.351 0.345
C 0.041 -0.110 1.622
N -0.504 -0.355 2.610
C 2.130 -0.052 0.359
N 3.253 -0.278 0.198
H -1.761 -0.261 -1.868
H -1.968 -0.484 -0.092
H -1.577 1.143 -0.856
H 0.357 -1.238 -0.978
H 0.651 1.462 0.378
```

Löwdin atomic charge list, values in e, 2 entries: -0.106, -0.100

---

Formula: C4H5N3
Source: the Open Molecules 2025 dataset
Level of theory: ωB97M-V/def2-TZVPD

For the HOMO-LUMO gap, the calculation gives 10.235 eV. Its largest force on an atom is 1.2 eV/Å. The structure (SMILES) is CNC1=N[C@H]1C#N. For the energy above the lowest of the compared OMol25 structures with the same formula, charge and spin, the calculation gives 70.4 kcal/mol.

The geometry in XYZ format:
```
12
C4H5N3 (ωB97M-V/def2-TZVPD)
C 0.300 1.848 -0.010
N -0.565 0.849 -0.619
C -0.767 -0.325 0.021
N -1.600 -1.224 0.295
C -0.142 -1.454 0.689
C 0.605 -2.383 -0.138
N 1.277 -3.018 -0.835
H 0.430 1.616 1.052
H -0.202 2.820 -0.054
H 1.302 1.914 -0.449
H -0.780 0.889 -1.609
H 0.145 -1.421 1.738
```

Löwdin atomic charge list, values in e, 2 entries: -0.078, -0.002

---

Formula: C4H5N3
Source: the Open Molecules 2025 dataset
Level of theory: ωB97M-V/def2-TZVPD

For the HOMO-LUMO gap, the calculation gives 10.412 eV. Its largest force on an atom is 1.2 eV/Å. For the energy above the lowest of the compared OMol25 structures with the same formula, charge and spin, the calculation gives 66.3 kcal/mol.

The geometry in XYZ format:
```
12
C4H5N3 (ωB97M-V/def2-TZVPD)
C -1.456 0.324 -0.027
N -0.111 -0.207 -0.024
C 0.672 -0.108 0.966
C 2.187 -0.772 -3.171
N 1.354 -0.820 -2.347
C 0.327 0.497 2.240
N 0.061 0.972 3.261
H -1.790 0.722 0.938
H -2.130 -0.472 -0.360
H -1.486 1.114 -0.786
H 0.684 -0.753 -1.571
H 1.687 -0.497 0.881
```

Löwdin atomic charge list, values in e, 2 entries: -0.088, -0.048

---

Formula: C4H5N3
Source: the Open Molecules 2025 dataset
Level of theory: ωB97M-V/def2-TZVPD

For the HOMO-LUMO gap, the calculation gives 7.904 eV. Its largest force on an atom is 6.4 eV/Å. For the energy above the lowest of the compared OMol25 structures with the same formula, charge and spin, the calculation gives 109.4 kcal/mol.

The geometry in XYZ format:
```
12
C4H5N3 (ωB97M-V/def2-TZVPD)
C 1.581 -1.466 -0.658
C 1.168 -1.458 0.667
C -0.395 0.247 -0.100
C -1.471 1.164 0.175
N 1.410 -0.360 -1.412
N 0.294 0.323 -1.243
N 0.330 -0.392 0.965
H 2.308 -2.170 -1.103
H -2.445 0.648 0.725
H -1.643 1.666 -0.731
H -1.121 1.869 0.927
H -0.016 -0.071 1.789
```

Löwdin atomic charge list, values in e, 2 entries: -0.214, -0.025

---

Formula: C4H5N3
Source: the Open Molecules 2025 dataset
Level of theory: ωB97M-V/def2-TZVPD

For the HOMO-LUMO gap, the calculation gives 9.574 eV. Its largest force on an atom is 5.4 eV/Å. The structure (SMILES) is Nc1ncccn1. For the energy above the lowest of the compared OMol25 structures with the same formula, charge and spin, the calculation gives 73.8 kcal/mol.

The geometry in XYZ format:
```
12
C4H5N3 (ωB97M-V/def2-TZVPD)
N -0.956 -1.618 -1.608
C -0.474 -0.654 -0.656
N -1.351 0.212 -0.244
C -0.544 1.314 0.919
C 0.787 1.181 1.186
C 1.428 0.090 0.522
N 0.864 -0.747 -0.296
H -1.111 -1.336 -2.568
H -1.583 -2.354 -1.307
H -0.982 2.176 1.494
H 1.429 1.808 1.847
H 2.494 -0.071 0.711
```

Löwdin atomic charge list, values in e, 2 entries: 0.068, -0.510

---

Formula: C4H5N3
Source: the Open Molecules 2025 dataset
Level of theory: ωB97M-V/def2-TZVPD

For the HOMO-LUMO gap (spin up / spin down), the calculation gives 7.730 / 6.781 eV. The expectation value of S² is 2.03. Its largest force on an atom is 5.3 eV/Å. Its multiplicity is 3. For the energy above the lowest of the compared OMol25 structures with the same formula, charge and spin, the calculation gives 132.9 kcal/mol.

The geometry in XYZ format:
```
12
C4H5N3 (ωB97M-V/def2-TZVPD)
C -2.863 -0.923 -1.005
C -1.882 -0.453 -1.649
C 1.861 -0.632 0.936
C -0.386 1.029 0.066
N 0.924 -1.063 0.182
N -0.771 -0.914 -1.276
N 0.059 -0.318 -0.340
H 2.685 -1.216 1.510
H 1.753 0.410 1.226
H -1.475 1.038 0.160
H 0.133 1.354 0.930
H -0.037 1.686 -0.741
```

Löwdin atomic charge list, values in e, 2 entries: 0.138, -0.279

---

Formula: C4H5N3O
Source: the Open Molecules 2025 dataset
Level of theory: ωB97M-V/def2-TZVPD

For the HOMO-LUMO gap, the calculation gives 9.034 eV. Its largest force on an atom is 4.0 eV/Å. The structure (SMILES) is NC1=CC=NN=CO1. For the energy above the lowest of the compared OMol25 structures with the same formula, charge and spin, the calculation gives 90.9 kcal/mol.

The geometry in XYZ format:
```
13
C4H5N3O (ωB97M-V/def2-TZVPD)
N -0.712 -1.525 1.220
C -0.190 -0.427 0.522
C 0.810 -0.629 -0.413
C 1.556 0.547 -0.929
N 0.973 1.700 -1.059
N -0.391 1.692 -1.336
C -1.183 1.309 -0.412
O -0.783 0.784 0.797
H -0.125 -2.319 1.769
H -1.413 -1.185 1.901
H 1.122 -1.662 -0.439
H 2.591 0.525 -0.969
H -2.256 1.192 -0.653
```

Löwdin atomic charge list, values in e, 2 entries: 0.082, -0.393